No. 1
Density functional theory data (the ωB97M-V functional and the def2-TZVPD basis) for C17H21FN4O9S as an isolated structure in a non-equilibrium geometry.

Positions of all 53 atoms, in Å:
O  -3.02559  -1.27783  2.21930
C  -2.62030  -0.94694  1.07614
N  -1.83833  -0.66895  0.04182
C  -1.03651  0.57415  0.31222
C  -0.26630  0.21299  1.67249
C  0.60890  -1.09206  1.88591
C  1.29367  -1.37368  3.29718
C  1.08581  -0.32995  4.47867
C  0.22732  0.97700  4.29634
C  -0.42973  1.21600  2.89274
O  -1.98970  1.69828  0.39525
S  -2.53119  1.72456  -1.23503
O  -3.91029  1.09324  -1.30497
O  -2.63999  3.16571  -1.67891
O  -1.27443  0.90527  -2.06033
C  -0.20720  0.93221  -1.02256
C  0.91901  -0.07767  -1.57117
O  0.54169  -0.96517  -2.40516
N  2.30925  0.12487  -1.10881
C  3.21378  -0.97409  -1.51072
O  3.45031  -1.36146  -2.67944
F  3.92730  -1.63983  -0.43824
H  0.73006  -1.83917  1.02612
H  1.90074  -2.34003  3.45259
H  1.59047  -0.58120  5.49054
H  0.02219  1.74425  5.12055
H  -1.07256  2.16450  2.71666
H  0.16114  2.02818  -1.12525
H  2.68425  1.02443  -1.46476
C  4.16065  -4.17896  -2.78627
C  4.43912  -5.60446  -2.39198
O  4.94915  -5.89722  -1.31810
N  4.10451  -6.58745  -3.27497
C  3.49910  -6.44638  -4.58083
H  4.47955  -3.51242  -1.98606
H  4.71788  -3.92611  -3.69100
H  3.08963  -4.03898  -2.94843
H  4.32055  -7.51771  -2.94239
H  2.55638  -6.99835  -4.58242
H  4.17282  -6.88649  -5.31959
H  3.30961  -5.40616  -4.83854
C  -3.94927  6.64246  2.26265
C  -3.67063  5.21496  2.64930
O  -3.15065  4.91716  3.71838
N  -4.01538  4.23719  1.76708
C  -4.63284  4.38232  0.46568
H  -3.62078  7.30581  3.06339
H  -3.40001  6.89728  1.35361
H  -5.02139  6.78592  2.11095
H  -3.79835  3.30540  2.09499
H  -5.57598  3.83096  0.47345
H  -3.96396  3.94057  -0.27833
H  -4.82348  5.42301  0.21026

The value obtained for the total energy is -55900.741 eV. For the HOMO-LUMO gap, the calculation gives 8.660 eV.

Results of the Mulliken charge analysis, in e, for atoms 1 through 2: O -0.448; C 0.849

No. 2
Density functional theory data (the ωB97M-V functional and the def2-TZVPD basis) for one molecule with the formula C5H7NOS in a non-equilibrium geometry.

Positions of all 15 atoms, in Å:
O  2.29262  0.40042  -0.59319
C  0.97541  0.32270  -0.31813
C  0.43794  -0.48815  -1.63617
S  -0.96329  -1.26091  -1.79749
N  0.18141  0.65720  0.65435
C  0.53571  1.02460  2.04759
C  -1.01565  0.68049  2.31251
C  -1.17060  0.05282  0.94340
H  1.17051  -0.36855  -2.42954
H  1.51294  0.41558  2.32498
H  0.52612  2.26321  1.97208
H  -1.64189  1.47319  2.52632
H  -1.20801  -0.03826  3.19736
H  -2.11557  0.24662  0.28909
H  -1.01906  -1.17571  0.94949

The SMILES is O=C(C=S)N1CCC1. The value obtained for the total energy is -19667.135 eV. For the HOMO-LUMO gap, the calculation gives 8.099 eV. The relative energy (zero: lowest compared OMol25 entry of this formula, charge and spin) is 4.468 eV.

Results of the Mulliken charge analysis, in e, for atoms 1 through 2: O -0.645; C 0.519

No. 3
Density functional theory data (the ωB97M-V functional and the def2-TZVPD basis) for one molecule with the formula CH2Cl2O3 in a non-equilibrium geometry.

Positions of all 8 atoms, in Å:
O  0.51504  -1.10168  -1.14529
C  0.39427  -0.26402  -0.14471
O  -1.16821  -0.55122  0.55167
Cl  -1.45039  0.05715  2.08028
O  0.35621  1.08950  -0.67317
Cl  0.45646  2.36740  0.50857
H  -0.26954  -1.18743  -1.78086
H  1.16617  -0.40969  0.60352

The SMILES is OC(OCl)OCl. The value obtained for the total energy is -32252.122 eV. For the HOMO-LUMO gap, the calculation gives 9.249 eV. The relative energy (zero: lowest compared OMol25 entry of this formula, charge and spin) is 3.357 eV.

Results of the Mulliken charge analysis, in e, for atoms 1 through 2: O -0.463; C 0.306

No. 4
Density functional theory data (the ωB97M-V functional and the def2-TZVPD basis) for one molecule with the formula C3H8N2O in a non-equilibrium geometry.

Positions of all 14 atoms, in Å:
N  -2.45278  -0.14031  -0.45668
C  -1.07162  -0.45996  0.11225
C  -0.11467  0.73607  -0.01931
C  1.24718  0.26485  0.46092
N  2.07700  0.28019  -0.50023
O  3.30976  -0.37719  -0.11908
H  -2.83209  0.81453  -0.07601
H  -3.16955  -0.90732  -0.20973
H  -1.16055  -0.79581  1.13499
H  -0.65049  -1.33481  -0.37557
H  -0.49253  1.52090  0.62964
H  -0.09058  1.02017  -1.10182
H  1.50172  -0.15624  1.44525
H  3.89920  -0.46507  -0.92462

The SMILES is NCC/C=N/O. The value obtained for the total energy is -8265.990 eV. For the HOMO-LUMO gap, the calculation gives 10.495 eV. The relative energy (zero: lowest compared OMol25 entry of this formula, charge and spin) is 3.336 eV.

Results of the Mulliken charge analysis, in e, for atoms 1 through 2: N -0.610; C -0.608

No. 5
Density functional theory data (the ωB97M-V functional and the def2-TZVPD basis) for a 3-piece molecular cluster, C24H44N4O overall in a non-equilibrium geometry.

Positions of all 73 atoms, in Å:
C  0.23688  -1.82616  0.01379
O  1.27313  -2.52880  -0.72092
C  0.66471  -3.43264  -1.66934
C  1.79237  -4.26630  -2.40796
C  2.17452  -3.70400  -3.84109
C  2.39101  -2.16144  -3.69578
C  3.71707  -1.70143  -3.09891
C  3.90344  -0.27505  -2.95685
C  2.85136  0.73356  -3.33249
N  3.15458  2.07153  -3.12395
C  2.12956  2.89429  -3.47155
C  0.84795  2.40174  -4.04454
N  0.52430  1.10625  -4.30636
C  1.57259  0.28628  -3.90905
C  1.38028  -1.20261  -4.07643
H  0.12329  -2.21211  1.06302
H  -0.70439  -1.92258  -0.59233
H  0.47914  -0.72191  0.05979
H  0.05426  -4.17688  -1.06383
H  -0.01900  -2.88783  -2.39038
H  1.50864  -5.35068  -2.39641
H  2.71680  -4.16182  -1.76674
H  3.14615  -4.18457  -4.16635
H  1.42925  -3.95362  -4.64484
H  4.48100  -2.45392  -2.79717
H  4.87279  0.06779  -2.50836
H  2.26823  3.99579  -3.32535
H  0.07114  3.17575  -4.29872
H  0.41461  -1.60868  -4.48379
C  1.99476  1.84590  0.45242
C  2.44869  2.32211  1.82608
N  1.55370  1.91782  2.89933
C  1.78830  2.62433  4.15168
C  3.13779  2.41809  4.84145
C  1.30729  0.48764  3.02220
C  2.51628  -0.43163  3.20510
H  0.96248  2.14547  0.25307
H  2.62638  2.28664  -0.32212
H  2.06758  0.76014  0.35269
H  2.48261  3.41586  1.79038
H  3.47901  1.98316  2.00161
H  0.98957  2.38069  4.85958
H  1.67197  3.69695  3.95836
H  3.21180  1.43184  5.30079
H  3.25197  3.14719  5.64944
H  3.97893  2.55171  4.15934
H  0.76622  0.15774  2.12971
H  0.60398  0.30928  3.84217
H  3.31325  -0.22045  2.48926
H  2.21078  -1.47044  3.04847
H  2.92718  -0.37104  4.21279
C  -2.20848  0.51630  1.59805
C  -3.58214  1.05105  1.21653
N  -4.10354  0.47596  -0.01405
C  -5.24576  1.20002  -0.55603
C  -6.52518  1.23767  0.28136
C  -4.20644  -0.97615  -0.05056
C  -5.03571  -1.66079  1.03765
H  -1.50086  0.62141  0.77189
H  -1.81418  1.07665  2.44895
H  -2.24791  -0.53609  1.89082
H  -3.47810  2.13237  1.08125
H  -4.27041  0.90636  2.06088
H  -5.48556  0.80632  -1.54882
H  -4.93242  2.23498  -0.73476
H  -7.04103  0.27688  0.27703
H  -7.22117  1.96655  -0.14486
H  -6.33769  1.53081  1.31559
H  -3.19327  -1.39001  -0.01138
H  -4.58479  -1.28673  -1.02958
H  -4.79004  -1.30001  2.03854
H  -4.83538  -2.73619  1.02554
H  -6.10609  -1.53629  0.87504

The SMILES is COCCCc1ccc2nccnc2c1.CCN(CC)CC.CCN(CC)CC. The value obtained for the total energy is -33606.717 eV. For the HOMO-LUMO gap, the calculation gives 7.720 eV.

Results of the Mulliken charge analysis, in e, for atoms 1 through 2: C 0.094; O -0.270

No. 6
Density functional theory data (the ωB97M-V functional and the def2-TZVPD basis) for C3H17N2O3 as an isolated structure in a non-equilibrium geometry.

Positions of all 25 atoms, in Å:
N  -1.12910  1.23638  0.89858
C  -0.36313  0.25233  1.62485
C  -1.30408  -0.80223  2.21359
N  1.03564  1.75099  -1.22281
C  0.06240  1.46293  -2.25552
H  -2.00174  -0.41025  2.97350
H  -0.58105  1.64687  0.13943
H  -1.37586  2.01853  1.50648
H  0.40829  -0.03540  0.92377
H  0.23315  0.67794  2.46181
H  -1.93546  -1.10645  1.38274
H  -0.72572  -1.53345  2.77066
H  1.46178  0.92106  -0.76685
H  0.36437  0.52721  -2.74677
H  -0.09797  2.34796  -2.86313
H  -0.92536  1.20542  -1.83717
H  1.61467  -1.37939  -0.13781
H  0.73667  -3.06176  0.40185
O  0.60519  -2.13261  0.18838
H  -0.54092  -1.61764  -0.72956
H  -1.48658  -1.90670  -1.91439
O  -1.29109  -1.22836  -1.25965
H  3.15425  -0.64790  0.09712
H  1.79896  2.33958  -1.54732
O  2.28271  -0.52507  -0.30177

The value obtained for the total energy is -12495.534 eV. For the HOMO-LUMO gap, the calculation gives 4.012 eV. As for the net charge: +1. The relative energy (zero: lowest compared OMol25 entry of this formula, charge and spin) is 9.327 eV.

Results of the Mulliken charge analysis, in e, for atoms 1 through 2: N -0.240; C 0.630

No. 7
Density functional theory data (the ωB97M-V functional and the def2-TZVPD basis) for one molecule with the formula C3H6Cl2S in a non-equilibrium geometry.

Positions of all 12 atoms, in Å:
S  -2.00376  -1.30869  -0.64499
C  -0.65412  -0.63463  0.39997
C  -0.02453  0.47893  -0.41696
Cl  -0.94271  2.02591  -0.57199
C  1.39515  0.64236  0.10683
Cl  2.48133  -0.57582  -0.68613
H  -2.95283  -1.00031  0.17680
H  0.09262  -1.43280  0.23946
H  -0.73022  -0.44482  1.47250
H  0.04909  0.14266  -1.46779
H  1.46188  0.41787  1.22893
H  1.82809  1.68934  0.16336

The SMILES is SC[C@@H](Cl)CCl. The value obtained for the total energy is -39087.886 eV. For the HOMO-LUMO gap, the calculation gives 10.160 eV. The relative energy (zero: lowest compared OMol25 entry of this formula, charge and spin) is 0.417 eV.

Results of the Mulliken charge analysis, in e, for atoms 1 through 2: S -0.208; C -0.694

No. 8
Density functional theory data (the ωB97M-V functional and the def2-TZVPD basis) for C5H6N as an isolated structure in a non-equilibrium geometry.

Positions of all 12 atoms, in Å:
C  -0.74204  -1.81061  -0.45678
C  0.31351  -1.27299  -1.29695
C  0.85958  0.98334  -0.28916
C  0.21237  1.47458  0.81649
C  -0.96735  -0.54427  0.04397
N  0.24738  -0.06585  -0.81504
H  -1.06038  -2.83163  -0.32700
H  1.05861  -1.48318  -2.07569
H  1.71341  1.28088  -0.71905
H  0.56276  2.19075  1.48425
H  -0.66005  1.16106  1.23726
H  -1.68616  0.04745  0.44035

The value obtained for the total energy is -6759.584 eV. For the HOMO-LUMO gap (spin up / spin down), the calculation gives 7.806 / 7.807 eV. As for the net charge: +1. The relative energy (zero: lowest compared OMol25 entry of this formula, charge and spin) is 5.593 eV.

Results of the Mulliken charge analysis, in e, for atoms 1 through 2: C -0.515; C 0.058